Entry from the Open Molecules 2025 dataset: 14 unconnected molecules or ions with the total composition C72H186N14O22 (ωB97M-V/def2-TZVPD).

Structure (XYZ):
```
294
Properties=species:S:1:pos:R:3:forces:R:3:lowdin_charge:R:1
O 2.195 2.250 1.454 -0.1 -0.5 0.4 -0.20
O -4.951 0.722 1.177 1.1 0.7 -0.3 -0.20
O -4.276 -3.089 7.027 -2.6 1.6 1.0 -0.17
O -5.834 -5.238 2.199 0.6 0.4 1.8 -0.21
O 0.814 -3.736 1.923 1.0 0.8 0.5 -0.20
O -4.181 4.606 -4.851 0.2 1.0 -0.4 -0.16
O 0.929 -0.618 -4.844 0.2 0.1 -1.2 -0.16
O 3.168 -7.156 1.457 -1.3 0.1 1.2 -0.21
O 1.171 5.123 -5.991 0.4 -0.4 -0.6 -0.21
O -1.593 3.698 6.751 -0.2 0.5 -0.4 -0.18
O -2.735 -4.528 -1.197 -0.7 0.4 -0.1 -0.17
O 4.678 5.779 2.606 1.3 -0.6 0.8 -0.22
O -0.814 5.145 1.661 0.1 -0.6 -0.7 -0.14
O 2.047 -6.070 -3.625 1.1 0.1 0.2 -0.17
O -0.957 0.333 -0.767 -0.5 1.0 1.2 -0.20
O -1.827 -0.692 3.675 0.2 -0.1 1.1 -0.20
O -3.790 -1.486 -5.537 1.5 0.7 -1.1 -0.18
O 5.279 -3.079 2.049 -1.1 2.0 -2.1 -0.19
O 3.121 -1.877 5.338 1.3 1.1 0.7 -0.22
O 4.692 -9.453 -2.447 0.2 -0.1 1.1 -0.20
O -0.375 10.346 2.112 -0.3 -0.2 1.2 -0.18
O 4.392 3.200 -9.153 -0.8 -0.8 -0.7 -0.14
N 3.332 -2.717 9.004 -0.6 0.5 -0.3 0.04
N -0.594 1.471 4.805 -0.6 0.7 0.5 -0.06
N 0.833 -1.991 -0.632 -0.1 0.0 1.4 -0.05
N 5.646 -6.029 2.295 0.1 0.5 -1.1 -0.05
N 0.817 6.286 -2.507 1.2 1.5 0.4 0.05
N 4.782 -6.601 -2.619 0.2 1.2 -1.0 -0.04
N -4.236 -1.426 -9.230 -0.4 0.0 -0.7 0.02
N -6.693 4.020 1.144 -0.5 0.8 -0.4 0.03
N -5.328 -3.703 -0.078 1.1 0.2 -0.2 -0.05
N -1.338 -4.328 5.328 0.7 -1.6 -2.1 0.03
N -4.608 8.045 -3.717 0.5 0.3 1.4 0.03
N 2.262 0.249 -8.244 -0.2 2.1 2.6 0.19
N 0.590 7.437 2.680 2.1 -0.2 0.7 -0.03
N 4.278 3.904 0.464 0.4 0.5 -0.6 -0.04
C -6.589 -4.322 0.120 -2.4 -0.4 1.0 -0.23
C -2.076 1.486 4.735 1.1 -0.7 -1.4 -0.16
C 2.036 -0.446 -6.969 1.5 -1.0 -1.4 -0.11
C -3.525 -3.437 5.948 2.5 0.1 0.5 -0.23
C 4.791 5.301 0.276 0.9 -1.0 1.3 -0.16
C 0.952 -0.897 -1.557 -0.5 0.1 0.2 -0.19
C 5.371 6.129 3.801 0.4 0.9 -0.3 -0.11
C -5.923 -5.421 3.660 0.1 -0.7 -1.3 -0.07
C 5.358 -8.649 -1.431 0.5 0.7 -1.6 -0.18
C -3.933 -0.876 -6.842 -2.2 -0.4 0.6 -0.19
C -1.129 -2.918 7.126 -1.1 0.4 1.2 -0.06
C 0.650 -5.900 -3.639 0.2 -0.5 0.1 -0.10
C 2.420 2.289 0.064 0.1 -0.2 -0.1 -0.23
C 1.260 6.232 2.113 -1.0 0.2 -1.5 -0.20
C 4.171 -0.859 5.056 -1.8 -0.9 -0.4 -0.04
C -3.242 -3.086 -7.840 -0.7 -0.6 -0.2 -0.06
C 5.803 -1.815 1.514 -0.5 -1.1 -0.1 -0.05
C 3.874 4.340 -8.525 -0.2 0.5 0.4 -0.09
C -3.767 5.899 -4.384 0.1 -0.8 -0.4 -0.20
C -4.322 -1.942 -7.884 2.8 -0.6 1.0 -0.41
C 5.956 -3.664 3.073 2.1 -1.4 1.4 -0.26
C -5.121 -0.453 0.417 -0.4 0.0 0.0 -0.12
C 3.071 1.476 -8.070 0.6 -0.8 -0.7 -0.12
C -2.149 -1.609 2.670 -0.6 0.2 -0.1 -0.09
C -5.459 3.180 2.951 1.2 -0.5 0.0 -0.05
C 0.484 -2.002 -4.949 -0.7 0.2 0.2 -0.06
C 2.715 -1.908 6.727 1.0 -0.6 -0.8 -0.17
C -4.925 6.831 -4.429 -1.6 1.3 -0.9 -0.46
C 1.685 -3.785 0.791 1.3 1.0 0.3 -0.21
C -3.094 -0.584 -4.695 -1.0 -0.4 1.1 -0.12
C -5.269 7.294 -5.844 -0.3 -0.4 -0.6 -0.07
C -0.284 10.925 0.860 0.4 -0.4 -1.2 -0.14
C -5.612 3.144 1.444 0.0 -1.9 -0.3 -0.43
C 5.409 -5.096 3.384 -1.2 1.0 -0.5 -0.18
C 4.210 -5.223 -2.710 0.0 -2.0 0.0 -0.16
C 2.045 -2.410 0.114 -1.8 -1.1 -1.4 -0.15
C 5.646 5.734 1.533 -2.4 1.3 -0.9 -0.18
C -0.068 1.907 6.109 0.0 -0.8 0.1 -0.20
C 3.021 3.655 -0.235 -0.1 0.0 0.1 -0.20
C 3.964 -4.132 7.204 0.8 0.3 -1.5 -0.05
C 0.807 9.931 2.771 0.5 -0.5 0.2 -0.21
C 1.247 1.251 1.833 -0.5 0.6 -0.8 -0.07
C -2.140 1.117 -1.032 0.8 -0.5 0.4 -0.05
C -5.917 1.693 0.844 0.0 0.9 0.7 -0.19
C 1.028 5.739 -7.280 -0.2 -0.4 1.1 -0.09
C -4.945 -3.573 -1.494 0.3 -0.2 0.3 -0.19
C -2.354 0.599 3.490 -0.9 1.0 0.1 -0.21
C 3.445 2.181 -9.372 0.7 -0.8 -0.5 -0.20
C 0.978 5.304 -3.523 -1.0 -1.0 -1.5 -0.44
C 0.458 4.973 2.243 -0.1 -0.1 1.6 -0.23
C -0.401 -0.310 -1.870 -1.4 -0.2 -1.1 -0.25
C 0.082 4.152 -3.117 -0.6 -0.7 -0.4 -0.06
C -3.166 3.665 -4.691 0.1 -0.5 0.2 -0.13
C 1.380 8.617 2.266 -1.5 -0.5 -0.2 -0.21
C 1.342 -2.970 3.071 -0.9 -0.2 -0.9 -0.04
C -0.278 3.396 6.414 0.5 -1.6 -1.2 -0.22
C 3.681 -7.501 2.749 1.0 0.6 -1.0 -0.20
C 0.967 0.163 -6.054 -0.9 -0.6 1.3 -0.15
C 4.660 -7.275 -1.371 -0.2 -1.4 1.4 -0.23
C -1.837 3.508 8.111 -0.7 -0.4 0.2 -0.11
C -6.959 -4.574 1.607 1.2 -0.1 0.9 -0.20
C -1.371 -4.359 -0.905 0.3 0.5 0.1 -0.12
C -2.073 -3.897 6.452 -1.3 0.7 -0.8 -0.41
C 5.168 -7.361 2.505 1.1 -1.5 1.8 -0.23
C -3.426 -3.345 -1.638 -1.1 -1.3 0.6 -0.19
C -5.585 -2.556 6.604 0.9 -1.6 0.5 -0.05
C 1.747 -7.044 1.536 0.2 -0.3 -1.2 -0.09
C -1.479 3.915 1.612 -0.9 -0.5 -0.1 -0.11
C 5.457 -10.512 -3.024 -0.1 0.4 0.2 -0.11
C 0.724 5.939 -4.933 -0.1 -0.6 0.6 -0.20
C 2.716 -5.344 -2.596 -1.1 1.7 0.0 -0.24
C 3.739 -2.683 7.615 -0.2 -0.3 -0.2 -0.45
H 7.004 -3.806 2.807 0.4 -0.2 -0.4 0.12
H -1.715 -1.286 1.723 0.3 -0.2 -0.3 0.08
H 2.435 -3.171 8.908 -0.6 -0.2 0.9 0.06
H -1.923 1.899 -1.760 0.0 0.0 -0.3 0.08
H -7.520 3.698 1.625 -0.3 0.1 -0.1 0.07
H 4.633 5.119 -8.586 0.0 -0.1 0.2 0.11
H -5.399 8.671 -3.664 -0.2 0.2 -0.6 0.08
H -4.978 -5.811 4.037 0.1 -0.2 -0.6 0.07
H -2.920 3.490 8.239 0.0 0.4 0.1 0.09
H -0.480 1.230 6.857 -0.2 0.2 0.6 0.11
H 0.591 -3.045 3.858 0.1 -0.3 -0.1 0.06
H -1.515 2.524 8.452 0.4 -0.1 0.1 0.08
H 2.465 -1.664 0.789 0.0 0.0 0.2 0.09
H -6.675 -6.187 3.849 -0.2 0.1 0.2 0.09
H 3.354 -8.486 3.082 0.0 -0.2 -0.1 0.13
H 3.009 -0.428 -6.477 -0.2 0.1 0.3 0.14
H 6.884 -1.834 1.374 0.1 -0.3 0.2 0.09
H 3.613 4.105 -7.493 0.2 0.3 0.4 0.09
H -3.298 5.783 -3.407 -0.2 0.1 0.5 0.12
H -2.455 1.609 -0.112 0.3 -0.2 0.1 0.07
H 1.253 -2.717 -5.237 0.3 0.3 -0.4 0.10
H -2.982 0.496 -1.338 0.0 -0.2 -0.3 0.07
H -6.421 2.982 3.425 0.1 0.2 0.2 0.09
H -1.371 4.295 8.704 0.0 0.0 0.2 0.09
H -6.158 -3.407 6.235 -0.1 -0.1 -0.3 0.06
H 1.397 6.373 1.041 -0.3 0.2 -0.8 0.10
H -0.027 0.227 -6.497 -0.1 -0.4 -0.4 0.13
H -7.376 -3.687 -0.286 -0.1 0.2 -0.1 0.12
H -0.062 6.779 -2.573 -0.7 -0.5 0.0 0.08
H 4.331 -4.973 3.488 -0.4 0.3 0.3 0.09
H 1.395 -1.908 2.831 0.2 0.1 -0.2 0.07
H -1.166 -3.602 4.648 0.1 0.6 0.3 0.03
H 0.319 4.750 3.300 -0.2 0.2 0.6 0.11
H 1.486 -0.027 -1.173 0.8 -0.1 0.0 0.10
H -3.230 -1.651 2.538 -0.3 0.0 -0.1 0.09
H -2.092 -0.268 -4.984 0.2 -0.3 -0.6 0.07
H -1.203 -3.789 0.009 -0.2 0.3 0.1 0.07
H -6.907 1.338 1.131 -0.4 0.1 0.7 0.12
H 5.471 -8.000 1.676 -0.1 0.1 -0.2 0.10
H -4.722 3.494 0.921 0.2 0.1 0.2 0.12
H 0.948 4.053 1.924 0.3 0.3 -0.8 0.10
H 1.252 4.965 -8.014 -0.2 0.2 0.0 0.06
H 5.738 -7.727 3.359 -0.1 -0.4 0.3 0.12
H 1.237 1.195 -5.830 0.2 -0.1 0.5 0.13
H -5.575 6.448 -6.459 0.3 -0.1 -0.2 0.08
H -4.999 4.114 3.276 -0.6 0.3 -0.1 0.09
H -3.478 -3.768 -8.657 -0.3 -0.3 0.0 0.07
H 4.793 -11.070 -3.684 0.0 0.2 0.0 0.08
H 1.432 7.037 -2.785 0.6 0.4 0.6 0.07
H 3.952 1.444 -9.995 0.2 -0.1 0.0 0.14
H 4.506 -1.087 4.044 0.2 -0.1 0.2 0.06
H -4.731 2.451 3.307 -0.2 -0.4 -0.1 0.05
H -1.686 -2.432 7.927 0.3 0.2 0.3 0.08
H -7.171 -3.672 2.181 0.2 0.5 -0.2 0.11
H 5.869 -11.218 -2.303 -0.1 0.0 0.4 0.08
H -3.232 -3.674 -6.923 -0.3 0.2 0.1 0.07
H 2.352 -4.318 -2.654 -0.4 0.5 0.2 0.10
H -3.021 -1.071 -3.723 0.1 0.0 0.0 0.06
H 0.320 -4.869 -3.771 0.2 0.4 -0.2 0.06
H 5.710 -5.551 4.327 0.6 0.4 0.0 0.12
H -3.215 -3.147 -2.689 0.3 0.2 -0.1 0.11
H -2.268 -4.766 7.081 0.2 0.1 0.3 0.14
H -0.014 3.789 5.432 -0.2 1.0 0.1 0.11
H 0.189 -6.220 -2.704 0.0 -0.3 0.1 0.08
H -3.010 6.346 -5.028 0.4 -0.2 -0.3 0.12
H 6.303 -10.138 -3.601 0.0 0.3 -0.1 0.08
H 0.452 3.707 7.162 -0.1 0.3 0.2 0.12
H -3.142 3.348 -3.649 0.1 -0.3 0.2 0.08
H 1.304 -8.033 1.652 -0.1 -0.1 0.4 0.09
H 1.394 -1.348 -2.445 0.3 0.7 -0.2 0.10
H -3.991 -4.256 5.401 0.2 -0.3 -0.3 0.10
H 4.732 6.525 4.590 -0.5 -0.7 -0.2 0.09
H -1.824 3.569 2.586 -0.3 0.3 0.4 0.08
H 4.657 -2.096 7.657 0.4 -0.3 -0.7 0.13
H 1.266 6.885 -4.949 0.1 0.3 0.0 0.12
H 4.014 3.764 1.430 0.4 0.2 0.4 0.09
H -2.200 -2.867 -8.075 0.0 1.0 0.2 0.07
H -0.933 3.038 1.265 0.9 0.3 -0.3 0.06
H -4.441 -2.269 -9.747 0.4 -0.1 -0.8 0.07
H -3.137 -0.187 -7.123 0.7 -0.7 -0.2 0.11
H -7.794 -5.235 1.842 -0.6 0.0 -1.0 0.12
H 5.511 -9.054 -0.431 -0.8 -0.7 0.0 0.11
H -0.700 -2.137 6.498 -0.3 -0.1 -0.5 0.07
H -1.293 11.062 0.471 0.0 0.2 0.2 0.09
H 6.071 5.372 4.155 -0.4 -0.5 0.1 0.09
H 1.278 8.653 1.181 0.8 0.1 -0.5 0.10
H 2.747 -2.579 -0.702 0.6 -0.4 0.3 0.10
H -5.848 6.378 -4.067 0.1 -0.5 0.4 0.14
H 2.310 6.036 2.333 -0.1 0.5 1.3 0.10
H 1.612 10.664 2.717 -0.1 0.5 -0.1 0.12
H 3.095 3.861 -1.302 0.2 -0.2 -0.1 0.11
H 3.981 6.013 0.117 -0.2 0.2 0.4 0.10
H 0.006 6.106 -7.378 -0.1 0.0 -0.3 0.09
H -0.870 -5.310 -0.727 -0.4 -0.3 -0.2 0.08
H -3.396 -2.582 5.284 0.1 0.2 -0.4 0.11
H 6.603 5.264 1.758 -0.4 -1.0 0.0 0.12
H 0.312 -6.512 -4.475 -0.3 0.1 0.2 0.10
H 1.253 -4.497 0.088 -0.2 0.5 -0.1 0.08
H 2.672 -4.185 1.024 0.1 -0.4 0.7 0.11
H -6.876 4.112 0.155 -0.2 -0.1 -0.1 0.07
H -0.285 -3.470 7.542 -0.1 -0.1 0.1 0.07
H 5.923 6.783 1.424 0.2 0.3 -0.6 0.11
H 2.546 2.403 -9.947 -0.2 0.9 0.0 0.13
H -0.913 4.483 -2.818 -0.1 0.3 0.0 0.07
H -5.052 -0.883 -9.475 -0.2 0.6 0.3 0.08
H 6.048 -2.988 3.923 -0.6 -0.2 0.7 0.11
H 2.272 4.345 0.154 -0.4 0.3 -0.2 0.10
H 3.134 -1.740 9.166 -0.3 0.3 1.0 0.07
H -4.261 -1.118 0.341 0.2 0.2 1.1 0.05
H -1.890 -4.973 4.781 0.0 -0.6 -0.1 0.08
H 0.565 9.775 3.822 -0.3 0.3 0.0 0.12
H 1.735 -2.386 6.742 0.0 -0.2 0.0 0.10
H 2.958 4.726 -8.972 0.1 -0.1 -0.5 0.07
H 0.395 1.383 1.166 -0.4 -0.1 0.0 0.06
H -0.435 0.482 4.672 0.8 -0.2 0.2 0.08
H 5.533 -0.899 2.039 -0.1 -0.3 0.8 0.07
H 3.673 0.108 4.992 0.0 0.2 0.2 0.08
H 1.009 1.746 6.145 0.2 -0.1 -0.3 0.11
H -5.494 -1.841 5.786 0.2 0.3 0.2 0.09
H -1.149 -1.029 -2.203 0.1 -0.9 0.0 0.10
H -6.097 -4.556 4.300 -0.4 0.5 -0.7 0.06
H 2.412 8.482 2.591 0.0 0.1 -0.1 0.12
H 2.925 1.376 -0.251 1.2 0.1 0.1 0.11
H -5.414 -2.702 -1.951 -0.2 0.2 0.1 0.11
H -5.293 -4.441 -2.054 0.2 -0.3 -0.3 0.12
H 3.157 -4.855 7.324 -0.4 0.4 0.6 0.08
H 2.303 -3.297 3.467 0.0 -0.3 -0.4 0.07
H 1.447 0.462 -8.800 -0.4 -0.6 -0.7 0.17
H 1.514 2.137 -0.523 -0.8 0.6 0.2 0.09
H 5.341 -1.670 0.537 0.0 -0.4 -0.1 0.07
H 1.708 6.583 -7.396 0.2 0.1 0.0 0.10
H -2.425 2.513 4.628 -0.2 -0.2 -0.2 0.10
H -0.367 7.571 2.386 0.0 -0.5 -0.3 0.11
H 1.974 4.867 -3.594 0.4 0.5 0.4 0.13
H 0.136 -2.366 -3.983 0.3 0.6 0.4 0.07
H -6.053 1.787 -0.233 0.5 0.2 -0.5 0.11
H 2.477 2.127 -7.429 -0.3 0.2 0.3 0.14
H -0.338 6.133 -5.084 -0.3 0.2 0.2 0.11
H 0.480 3.607 -2.262 0.2 0.1 0.1 0.06
H -4.651 -4.315 0.355 0.4 0.0 0.2 0.10
H -2.549 1.043 5.612 -0.1 -0.1 0.3 0.12
H 4.109 -4.147 6.123 0.3 0.0 -0.2 0.05
H 3.425 -6.760 3.506 -0.6 0.0 0.0 0.11
H 1.581 0.233 1.633 0.5 -0.1 0.3 0.07
H -6.749 -5.293 -0.347 0.5 -0.3 -0.5 0.12
H -3.350 2.809 -5.340 -0.3 0.0 0.1 0.08
H -6.122 7.971 -5.886 -0.2 0.0 0.5 0.08
H 6.372 -8.492 -1.799 0.3 0.2 -0.1 0.11
H 5.066 -5.773 1.509 0.2 1.0 -0.4 0.08
H 0.216 10.267 0.150 0.1 -0.4 -0.2 0.07
H 3.627 -7.482 -1.092 -0.4 -0.1 0.0 0.10
H 4.150 -7.147 -3.187 0.3 -0.2 -0.8 0.09
H 1.388 -6.340 2.286 0.2 0.0 0.1 0.09
H 5.021 -6.747 -0.489 0.5 0.3 -0.3 0.11
H -4.514 7.805 -2.740 0.5 0.0 0.4 0.07
H -4.777 -0.198 -6.716 -0.4 0.3 -0.2 0.12
H -3.421 0.597 3.266 -0.3 -0.4 0.2 0.10
H -3.277 -2.473 -1.001 0.9 0.1 0.1 0.10
H 4.499 -4.752 -3.650 0.0 -0.2 -0.2 0.11
H 1.822 -1.498 -7.157 -0.4 0.0 -0.2 0.14
H -1.916 1.033 2.591 0.4 0.3 -0.1 0.11
H 5.420 5.406 -0.607 0.1 -0.5 -0.1 0.10
H -5.293 -2.407 -7.715 -0.1 0.2 0.6 0.14
H 6.031 6.972 3.594 0.1 0.4 -0.2 0.08
H -2.161 4.012 -4.930 0.1 0.4 -0.2 0.06
H -5.969 -0.944 0.893 -0.1 -0.7 -0.7 0.09
H 4.007 1.233 -7.567 -0.2 -0.1 0.3 0.15
H -2.320 3.978 0.921 -0.2 0.4 0.2 0.08
H 4.868 -4.524 7.668 -0.1 0.0 0.1 0.08
H 4.578 -4.563 -1.924 0.0 -0.2 0.3 0.12
H 0.292 11.847 0.785 -0.1 0.4 0.5 0.09
H -5.265 -0.225 -0.639 -0.7 0.2 -0.2 0.08
H -3.693 0.313 -4.537 -0.1 0.3 -0.1 0.08
H -0.076 3.423 -3.913 0.1 -0.1 -0.2 0.06
H -4.475 7.880 -6.307 0.4 -0.4 0.0 0.08
H 0.139 -1.779 0.071 -0.4 0.1 0.0 0.09
H -0.423 -2.124 -5.542 0.1 0.3 -0.6 0.09
H -6.148 -2.211 7.471 0.5 0.4 0.0 0.09
H 2.582 -0.890 7.094 0.1 0.2 0.2 0.11
H 1.431 -6.706 0.549 -0.1 0.2 0.0 0.07
H 2.452 -5.696 -1.600 -0.2 -0.4 0.1 0.10
H -0.851 -3.842 -1.711 0.1 0.1 -0.1 0.06
H -0.404 0.370 -2.722 0.7 0.5 -0.2 0.11
H 5.009 -0.806 5.751 -0.2 -0.4 0.1 0.08
H 0.891 1.415 2.850 0.4 -0.1 0.0 0.08
H -1.845 -2.611 2.973 0.4 0.2 -0.2 0.07
```
Positions in Å, forces in eV/Å.

HOMO-LUMO gap (spin up / spin down) in eV: 6.6 / 1.6
Spin multiplicity: 2
HOMO level (spin up / spin down) in eV: -9.44 / -9.44
Net charge: +1
Strongest force on any atom in eV/Å: 3.4